Entry 1:
ORCA calculation (the ωB97M-V functional and the def2-TZVPD basis) on a molecular structure, C38H41As2MnN5O2.

Geometry (Å):
Mn 0.197 0.087 -0.251
C -6.163 2.568 1.034
C -4.720 2.488 0.584
C -4.328 2.870 -0.700
C -3.010 2.777 -1.112
C -1.984 2.298 -0.271
N -0.693 2.072 -0.718
C -0.058 3.052 -1.449
C -0.101 4.410 -1.072
C 0.633 5.383 -1.720
C 1.485 5.064 -2.779
C 2.360 6.111 -3.429
C 1.518 3.743 -3.184
C 0.739 2.764 -2.568
N 0.691 1.469 -3.192
C 0.738 1.240 -4.526
C 0.537 -0.102 -4.730
C 0.355 -0.623 -3.443
N 0.445 0.329 -2.523
C -2.389 2.002 1.046
C -3.722 2.061 1.444
N -1.404 1.752 2.055
C -1.404 2.240 3.322
C -0.174 1.962 3.862
C 0.528 1.306 2.833
N -0.216 1.191 1.750
H -6.837 2.607 0.177
H -6.345 3.462 1.639
H -6.441 1.702 1.641
H -5.080 3.230 -1.398
H -2.734 3.058 -2.122
H -0.726 4.674 -0.226
H 0.570 6.415 -1.380
H 1.827 7.058 -3.541
H 2.692 5.791 -4.418
H 3.254 6.310 -2.830
H 2.170 3.458 -4.006
H 0.882 2.048 -5.226
H 0.516 -0.627 -5.673
H 0.175 -1.641 -3.136
H -3.979 1.789 2.468
H -2.259 2.767 3.721
H 0.174 2.209 4.854
H 1.536 0.923 2.814
C 2.860 -2.669 -0.715
As 1.896 -2.294 1.005
C 3.506 -2.608 2.056
C 1.038 -4.148 1.060
C 1.223 -4.780 2.298
C 0.789 -6.071 2.545
C 0.130 -6.770 1.546
C -0.073 -6.161 0.318
C 0.371 -4.861 0.047
As -0.040 -4.149 -1.740
C 0.742 -5.613 -2.782
C -1.908 -4.756 -1.836
H 3.065 -3.737 -0.824
H 3.794 -2.115 -0.643
H 2.318 -2.297 -1.578
H 4.096 -3.367 1.551
H 3.334 -2.920 3.079
H 4.049 -1.665 2.045
H 1.723 -4.248 3.095
H 0.958 -6.526 3.516
H -0.223 -7.780 1.719
H -0.590 -6.721 -0.455
H 0.410 -6.589 -2.425
H 1.828 -5.557 -2.723
H 0.445 -5.493 -3.824
H -2.005 -5.838 -1.746
H -2.327 -4.443 -2.791
H -2.476 -4.278 -1.036
C -2.916 -1.688 1.048
C -1.433 -1.796 1.204
O -0.742 -1.721 0.195
C -0.798 -1.919 2.513
C -1.623 -1.897 3.643
C -1.081 -1.809 4.906
C 0.300 -1.689 5.033
C 1.121 -1.731 3.916
C 0.613 -1.897 2.628
O 1.864 -0.592 0.571
H -3.157 -1.550 0.000
H -3.299 -0.839 1.618
H -3.400 -2.595 1.422
H -2.702 -1.945 3.531
H -1.719 -1.805 5.780
H 0.739 -1.561 6.017
H 2.187 -1.623 4.064

As for the spin multiplicity: 6. The LUMO energy (alpha / beta) is -0.2400 / -0.3159 eV.

Löwdin atomic charge list, values in e, 8 entries: number 1, Mn, carries 0.8922; number 2, C, carries -0.0583; number 3, C, carries -0.2879; number 4, C, carries -0.0496; number 5, C, carries -0.0107; number 6, C, carries -0.2511; number 7, N, carries -0.0339; number 8, C, carries -0.2493

---

Entry 2:
ORCA calculation (the ωB97M-V functional and the def2-TZVPD basis) on a molecular structure, C24H24MnN4O4S3.

Geometry (Å):
Mn -0.033 -0.381 -0.394
O -4.133 -0.100 0.707
C -3.016 -0.345 0.301
N -1.869 0.388 0.404
C -1.866 1.590 1.061
O -2.754 2.129 1.685
C -0.530 2.320 0.936
C -0.393 3.589 1.479
C 0.819 4.242 1.340
C 1.856 3.611 0.666
C 1.639 2.341 0.163
N 0.472 1.711 0.297
C -2.810 -1.646 -0.475
C -3.881 -2.508 -0.651
C -3.682 -3.680 -1.359
C -2.421 -3.955 -1.870
C -1.406 -3.043 -1.647
N -1.597 -1.914 -0.966
H -1.239 4.021 1.993
H 0.957 5.234 1.752
H 2.818 4.088 0.534
H 2.419 1.796 -0.356
H -4.836 -2.232 -0.228
H -4.498 -4.374 -1.512
H -2.223 -4.860 -2.428
H -0.401 -3.216 -2.015
O 3.583 -1.081 -2.288
C 2.444 -0.817 -1.946
O 1.913 -1.015 -0.793
C 1.517 -0.167 -2.977
C 1.949 0.078 -4.272
C 1.069 0.665 -5.163
C -0.212 0.990 -4.737
C -0.562 0.714 -3.428
N 0.285 0.147 -2.569
H 2.959 -0.199 -4.537
H 1.374 0.869 -6.182
H -0.928 1.450 -5.403
H -1.548 0.952 -3.044
C 3.242 -2.392 1.872
C 1.932 -3.159 1.997
S 0.409 -2.206 1.708
C -0.367 -2.069 3.332
C 0.261 -1.094 4.320
S 0.248 0.616 3.716
C 1.999 1.058 3.579
C 2.838 0.323 2.538
S 3.575 -1.208 3.195
H 3.298 -1.886 0.908
H 4.062 -3.111 1.913
H 1.837 -3.614 2.984
H 1.923 -3.961 1.258
H -0.422 -3.069 3.768
H -1.389 -1.760 3.105
H 1.286 -1.376 4.551
H -0.317 -1.123 5.246
H 2.467 0.999 4.564
H 1.954 2.118 3.317
H 3.653 0.971 2.211
H 2.241 0.062 1.667

The relative energy (zero: lowest compared OMol25 entry of this formula, charge and spin) comes out at 0.10 kcal/mol. As for the spin multiplicity: 6. The LUMO energy (alpha / beta) is 0.0120 / -0.0597 eV.

Löwdin atomic charge list, values in e, 8 entries: number 1, Mn, carries 0.7675; number 2, O, carries 0.0888; number 3, C, carries -0.4449; number 4, N, carries 0.0500; number 5, C, carries -0.4638; number 6, O, carries 0.0922; number 7, C, carries -0.2122; number 8, C, carries 0.0051

---

The strongest force on any atom results, record by record, are as follows: 0.034 0.002 hartree/bohr.
The total energy results, record by record, are as follows: -7519.39378 -3794.67556 a.u..